(1)
A structure of composition C39H34ClN3SSi2V in a non-equilibrium geometry, computed with the ωB97M-V functional and the def2-TZVPD basis.

Max |F|, eV/A: 5.6
Net charge: +1
Energy, eV: -110255.235
HOMO level (spin up / spin down), eV: -8.131 / -8.143
Spin multiplicity: 3
Orbital gap (spin up / spin down), eV: 4.309 / 4.411
Energy relative to the best compared isomer or geometry (same formula, charge and spin), kcal per mole: 137.0

Cartesian coordinates (Å):
C (-1.951, 2.542, 2.651)
C (-0.893, 1.603, 2.505)
C (-0.244, 1.900, 1.267)
H (-0.569, 0.890, 3.262)
C (-0.956, 2.965, 0.615)
C (-2.005, 3.359, 1.491)
H (-2.690, 4.193, 1.346)
H (-2.531, 2.697, 3.563)
H (0.726, 1.512, 0.979)
H (-0.668, 3.461, -0.303)
V (-2.199, 1.319, 0.864)
Si (1.030, -2.477, -1.567)
C (1.023, -4.314, -1.126)
C (0.371, -5.101, -2.085)
H (0.037, -4.662, -3.025)
C (0.063, -6.427, -1.784)
H (-0.504, -7.006, -2.501)
C (0.464, -6.989, -0.572)
H (0.194, -8.018, -0.336)
C (1.216, -6.240, 0.337)
H (1.565, -6.700, 1.263)
C (1.501, -4.897, 0.073)
H (2.056, -4.296, 0.804)
C (1.916, -2.323, -3.246)
C (3.236, -2.687, -3.580)
H (3.811, -3.334, -2.913)
C (3.832, -2.277, -4.774)
H (4.888, -2.473, -4.974)
C (3.080, -1.621, -5.743)
H (3.532, -1.290, -6.678)
C (1.722, -1.410, -5.497)
H (1.106, -0.953, -6.271)
C (1.145, -1.775, -4.279)
H (0.061, -1.677, -4.142)
H (2.346, -2.276, -0.939)
Si (2.766, 0.681, -0.609)
C (3.955, 0.900, -1.949)
C (5.369, 0.928, -1.818)
H (5.890, 0.178, -1.210)
C (6.095, 1.972, -2.391)
H (7.163, 2.104, -2.179)
C (5.453, 2.868, -3.245)
H (5.985, 3.736, -3.623)
C (4.149, 2.617, -3.679)
H (3.701, 3.256, -4.446)
C (3.448, 1.558, -3.122)
H (2.464, 1.281, -3.538)
C (2.610, -0.407, 1.018)
C (3.469, 0.030, 2.052)
H (4.361, 0.596, 1.799)
C (3.149, -0.194, 3.397)
H (3.734, 0.271, 4.191)
C (2.060, -0.987, 3.750)
H (1.755, -1.093, 4.785)
C (1.371, -1.663, 2.753)
H (0.625, -2.425, 3.011)
C (1.643, -1.362, 1.421)
H (1.008, -1.900, 0.715)
H (2.683, 2.064, -0.270)
Cl (-1.471, -0.657, -0.138)
N (-6.246, 2.555, 2.002)
C (-5.997, 2.277, 3.340)
C (-6.666, 2.722, 4.462)
C (-6.153, 2.290, 5.690)
C (-4.946, 1.579, 5.754)
C (-4.212, 1.251, 4.612)
C (-4.784, 1.556, 3.375)
N (-4.300, 1.448, 2.061)
C (-5.222, 2.054, 1.266)
C (-4.954, 2.473, -0.080)
C (-5.652, 3.439, -0.768)
S (-4.760, 3.956, -2.137)
C (-3.426, 2.925, -1.670)
N (-3.661, 2.194, -0.565)
H (-7.000, 3.131, 1.639)
H (-7.572, 3.330, 4.338)
H (-6.699, 2.519, 6.605)
H (-4.566, 1.273, 6.722)
H (-3.258, 0.732, 4.636)
H (-6.574, 3.860, -0.409)
H (-2.500, 2.870, -2.239)



(2)
A structure of composition C39H34F2N3O4PY in a non-equilibrium geometry, computed with the ωB97M-V functional and the def2-TZVPD basis.

Max |F|, eV/A: 1.3
Net charge: +1
Energy, eV: -69421.922
HOMO level, eV: -10.581
Orbital gap, eV: 8.005

Cartesian coordinates (Å):
Y (1.000, 0.087, 0.918)
F (-0.118, 5.449, 0.130)
C (0.109, 4.475, 1.029)
C (0.813, 3.353, 0.644)
C (1.082, 2.333, 1.546)
C (0.660, 2.512, 2.876)
C (-0.107, 3.624, 3.195)
F (-0.621, 3.776, 4.433)
C (-0.398, 4.628, 2.295)
C (1.113, 1.536, 3.897)
C (1.214, 1.832, 5.258)
C (1.731, 0.897, 6.129)
C (2.158, -0.329, 5.640)
C (2.035, -0.550, 4.289)
N (1.530, 0.342, 3.427)
H (1.152, 3.306, -0.383)
H (-0.988, 5.489, 2.584)
H (0.905, 2.799, 5.620)
H (1.820, 1.132, 7.185)
H (2.583, -1.089, 6.281)
H (2.380, -1.484, 3.870)
O (1.348, -3.855, -1.559)
C (1.099, -2.586, -1.670)
O (0.771, -1.878, -0.711)
C (1.238, -2.059, -3.061)
C (1.523, -2.981, -4.068)
C (1.603, -2.583, -5.388)
C (1.384, -1.253, -5.710)
C (1.103, -0.332, -4.714)
C (1.036, -0.708, -3.374)
P (0.545, 0.578, -2.139)
C (1.192, 2.124, -2.863)
C (0.528, 3.334, -2.643)
C (1.097, 4.535, -3.043)
C (2.347, 4.545, -3.652)
C (3.024, 3.351, -3.856)
C (2.449, 2.151, -3.464)
C (-1.276, 0.531, -2.485)
C (-1.884, 1.233, -3.526)
C (-3.238, 1.065, -3.797)
C (-4.001, 0.183, -3.040)
C (-3.402, -0.533, -2.013)
C (-2.053, -0.356, -1.736)
H (1.664, -4.019, -3.803)
H (1.821, -3.309, -6.162)
H (1.417, -0.927, -6.743)
H (0.921, 0.698, -4.991)
H (-0.433, 3.350, -2.141)
H (0.571, 5.464, -2.856)
H (2.796, 5.481, -3.957)
H (4.003, 3.351, -4.319)
H (2.996, 1.229, -3.626)
H (-1.307, 1.909, -4.145)
H (-3.696, 1.623, -4.608)
H (-5.058, 0.057, -3.250)
H (-3.986, -1.223, -1.414)
H (-1.607, -0.926, -0.933)
N (1.252, -5.243, 0.887)
C (2.257, -4.519, 1.701)
C (1.776, -3.093, 1.969)
N (2.618, -2.003, 1.399)
H (1.542, -6.198, 0.706)
H (1.202, -4.274, -0.629)
H (0.371, -5.302, 1.385)
H (3.190, -4.499, 1.139)
H (2.464, -5.038, 2.634)
H (1.703, -2.926, 3.034)
H (0.771, -2.973, 1.584)
H (2.949, -2.280, 0.483)
H (3.447, -1.870, 1.965)
O (-1.232, 0.561, 0.942)
C (-1.517, -0.456, 1.654)
O (-0.581, -1.264, 1.977)
C (-2.914, -0.680, 2.079)
C (-3.226, -1.710, 2.959)
C (-4.543, -1.907, 3.345)
C (-5.541, -1.078, 2.844)
C (-5.227, -0.050, 1.961)
C (-3.908, 0.153, 1.580)
H (-2.433, -2.344, 3.337)
H (-4.795, -2.702, 4.036)
H (-6.570, -1.232, 3.147)
H (-6.010, 0.595, 1.576)
H (-3.636, 0.950, 0.898)